[1]
Below is 8 unconnected molecules or ions with the total composition C4H22N2O9 in a non-equilibrium geometry, with properties calculated with ωB97M-V/def2-TZVPD.

Computed properties:
SMILES   CNC(=O)CNC=O.O.O.O.O.O.O.O
Charge   0
E   -952.2377 hartree

Last column: Löwdin charge in e.
Atoms and positions in Å:
C: 0.815 0.289 -3.674  -0.337
N: 0.730 0.237 -2.285  0.073
C: 0.672 1.435 -1.383  -0.107
C: 1.281 1.159 -0.110  -0.442
N: 1.342 1.987 1.002  0.039
C: 0.773 3.394 1.000  -0.071
O: 2.004 0.157 0.020  0.022
O: 1.013 -0.696 -4.319  0.049
H: 0.762 1.150 -4.157  0.087
H: 0.777 -0.617 -1.757  0.112
H: 1.333 2.167 -1.808  0.137
H: -0.298 1.942 -1.364  0.116
H: 1.262 1.561 1.884  0.057
H: -0.216 3.523 0.429  0.079
H: 0.789 3.909 2.012  0.098
H: 1.393 3.993 0.230  0.089
H: -1.602 -1.444 2.222  0.039
H: -1.828 -2.063 3.570  0.048
O: -1.440 -2.342 2.721  -0.107
H: 2.906 -2.118 2.273  0.084
H: 2.212 -0.925 1.385  0.046
O: 2.074 -1.696 2.013  -0.069
H: 0.866 -2.591 0.179  0.023
H: -0.523 -2.827 0.711  0.038
O: -0.050 -2.634 -0.135  -0.063
H: -1.998 -1.799 -1.720  0.010
H: -2.104 -3.016 -2.659  0.058
O: -2.657 -2.361 -2.200  -0.073
H: -1.467 -0.312 0.344  -0.076
H: -2.190 0.842 0.902  0.074
O: -1.698 0.046 1.097  0.017
H: -1.998 0.501 -2.293  0.112
H: -2.832 -0.417 -1.305  -0.003
O: -2.296 0.336 -1.336  -0.060
H: 0.002 -0.212 2.520  0.001
H: 1.425 -0.683 2.959  0.036
O: 0.766 0.128 3.032  -0.136

Atomic forces in eV per Å
C 0.69 -4.11 3.92
N -0.73 2.30 0.37
C -0.75 0.01 -2.97
C 3.02 -1.06 4.41
N -2.22 3.52 -2.74
C 0.39 0.53 -2.49
O -1.05 -0.57 -0.71
O -0.02 -1.48 -0.92
H -0.46 4.78 -1.55
H 0.22 -0.57 -0.43
H 0.46 0.71 -0.42
H -0.08 -0.40 0.37
H 0.23 -1.49 1.38
H 0.72 -0.65 1.54
H -0.06 -1.01 -1.41
H -0.32 -0.59 1.65
H 0.34 -2.31 0.86
H 0.32 -0.64 -0.15
O -0.82 2.95 -0.82
H -0.13 0.39 -0.40
H 0.36 -0.86 0.28
O 0.57 -0.25 -0.59
H -0.08 0.12 -0.11
H 0.31 0.08 -0.82
O -0.38 -0.01 1.04
H -0.36 -1.24 -0.68
H -0.26 0.29 0.27
O 0.99 0.55 0.36
H 1.90 -2.67 -6.24
H -0.10 0.08 -0.14
O -1.44 2.44 6.96
H -0.93 -0.79 2.11
H -1.71 -1.52 -0.48
O 2.08 2.60 -2.17
H 0.53 0.43 0.50
H -1.68 1.80 0.29
O 0.42 -1.35 -0.09

[2]
Below is 2 unconnected molecules or ions with the total composition C9H14O in a non-equilibrium geometry, with properties calculated with ωB97M-V/def2-TZVPD.

Computed properties:
SMILES   Cc1ccc(O)cc1.CC
Charge   0
E   -426.4879 hartree

Last column: Löwdin charge in e.
Atoms and positions in Å:
C: 0.872 -0.015 3.534  -0.033
C: 0.263 -1.521 -0.281  -0.353
C: 1.249 -2.088 0.383  -0.038
C: -0.682 -0.539 0.108  -0.012
C: 1.305 -1.741 1.773  -0.041
C: -0.581 -0.107 1.445  -0.031
C: 0.456 -0.712 2.193  -0.277
O: -0.006 -1.940 -1.556  0.045
H: 0.645 -2.493 -1.905  0.067
H: 1.915 -2.901 0.116  0.118
H: -1.453 -0.249 -0.612  0.116
H: 2.128 -2.163 2.509  0.146
H: -1.328 0.590 1.986  0.143
H: 0.284 0.121 4.289  0.004
H: 1.612 0.706 3.251  0.079
H: 1.555 -0.814 3.896  0.065
C: -0.431 1.980 -2.203  -0.185
C: -1.640 1.941 -3.150  -0.162
H: 0.275 1.219 -2.316  0.032
H: 0.169 2.836 -2.388  0.043
H: -0.678 2.003 -1.107  0.070
H: -1.709 2.932 -3.700  0.077
H: -2.554 1.951 -2.509  0.060
H: -1.665 1.005 -3.757  0.070

Atomic forces in eV per Å
C 4.76 -4.24 -4.99
C -2.75 0.97 -3.47
C 1.91 -1.08 4.89
C 0.42 -0.10 2.02
C 0.85 0.63 -0.22
C -0.58 -0.58 -0.67
C 0.18 1.22 2.35
O -1.83 1.30 -0.36
H 1.72 -1.40 -0.62
H -0.31 0.15 -0.85
H 0.41 -0.10 0.39
H -1.89 0.91 -1.78
H 1.51 -1.02 -1.26
H -4.06 1.59 3.89
H -0.21 1.23 0.25
H -0.17 0.46 0.47
C -0.87 0.78 1.24
C -0.77 0.61 0.76
H 0.75 -1.75 -0.33
H 0.37 1.17 -0.11
H -0.01 0.01 -1.10
H 0.14 -1.59 0.05
H 0.44 -0.23 -0.61
H -0.01 1.08 0.07

Table of relative energy (zero: lowest compared OMol25 entry of this formula, charge and spin) (eV), in record order: 3.0492, 2.3086
Table of HOMO (eV), in record order: -9.87, -8.34
Table of frontier orbital gap (eV), in record order: 10.08, 9.25